Entry 1:
# C31H54F6MgN3O20

A structure of composition C31H54F6MgN3O20 at a distorted geometry (ωB97M-V with the def2-TZVPD basis set, the Open Molecules 2025 dataset).

Element x y z (Å)
Mg -25.966 20.874 21.610
C -26.069 18.594 17.831
C -26.276 20.021 18.316
O -26.075 20.261 19.718
H -25.335 18.131 18.491
H -25.715 18.450 16.810
H -26.921 17.920 17.922
H -27.228 20.311 17.873
H -25.394 20.463 17.851
C -26.189 23.856 15.536
C -26.772 22.431 15.416
O -27.215 22.041 14.119
C -28.198 22.750 13.494
O -28.751 23.750 13.995
C -28.529 22.305 12.064
F -29.870 22.260 11.914
F -28.096 23.225 11.213
F -28.093 21.132 11.664
H -25.615 23.963 16.457
H -26.999 24.570 15.686
H -25.608 24.004 14.626
H -27.597 22.346 16.124
H -26.027 21.685 15.691
C -18.003 15.807 18.170
C -19.462 15.770 18.656
O -20.334 16.468 17.763
C -21.513 16.928 18.195
O -22.025 16.456 19.220
C -22.327 17.846 17.232
F -23.465 17.300 16.864
F -22.713 18.950 17.870
F -21.660 18.191 16.117
H -17.358 15.406 18.952
H -17.674 16.788 17.829
H -17.964 15.251 17.233
H -19.500 16.197 19.658
H -19.781 14.747 18.853
C -29.674 23.060 22.600
O -30.070 21.774 22.126
C -29.124 20.858 21.844
O -27.923 20.997 21.958
O -29.679 19.711 21.450
C -31.078 19.503 21.291
H -30.506 23.764 22.571
H -28.758 23.494 22.199
H -29.404 22.916 23.646
H -31.442 18.728 21.965
H -31.264 19.102 20.295
H -31.813 20.294 21.443
C -33.913 16.046 20.370
O -32.599 16.437 20.533
C -31.642 15.744 19.968
O -31.845 14.616 19.492
O -30.521 16.463 19.975
C -29.325 15.967 19.410
H -34.563 16.333 21.197
H -34.025 14.973 20.214
H -34.234 16.534 19.449
H -29.018 16.684 18.648
H -29.412 15.000 18.914
H -28.662 15.957 20.275
C -28.065 23.423 19.276
O -27.095 24.378 19.770
C -26.096 23.965 20.532
O -25.935 22.832 21.035
O -25.238 24.927 20.739
C -24.072 24.756 21.598
H -28.795 23.121 20.027
H -27.555 22.516 18.952
H -28.556 23.925 18.442
H -23.267 24.992 20.902
H -23.945 23.828 22.155
H -23.938 25.471 22.410
C -22.179 22.401 17.966
O -21.798 23.573 18.702
C -22.359 24.735 18.478
O -23.187 24.971 17.583
O -21.826 25.712 19.174
C -20.764 25.601 20.149
H -22.270 22.725 16.930
H -23.107 22.029 18.401
H -21.451 21.621 18.192
H -20.492 26.636 20.358
H -19.928 25.043 19.728
H -20.985 25.068 21.074
C -26.162 18.289 24.983
O -25.745 17.352 23.935
C -25.668 17.799 22.713
O -25.880 18.980 22.306
O -25.340 16.743 22.018
C -25.039 16.774 20.658
H -25.295 18.887 25.264
H -26.427 17.719 25.873
H -26.974 18.875 24.553
H -24.271 16.108 20.263
H -24.584 17.739 20.437
H -25.952 16.846 20.067
C -30.514 19.846 17.601
C -30.525 20.142 16.162
N -30.503 20.354 15.034
H -30.255 20.763 18.129
H -29.784 19.112 17.943
H -31.500 19.482 17.892
C -23.229 21.698 14.122
C -23.917 20.368 14.344
N -24.384 19.369 14.608
H -23.688 22.424 14.794
H -23.146 22.162 13.139
H -22.218 21.526 14.492
C -27.597 18.587 14.258
C -28.668 17.780 14.873
N -29.471 17.066 15.302
H -28.139 19.211 13.547
H -26.897 17.862 13.844
H -27.178 19.234 15.029

The value obtained for the energy is -3681.87695 Eh. The value obtained for the highest occupied orbital energy (alpha / beta) is -3.2 / -7.7 eV. The calculation puts the max |F| at 0.085 Eh/bohr. The frontier orbital gap (alpha / beta) is 3.50 / 7.93 eV. Its LUMO energy (alpha / beta) is 0.32 / 0.27 eV. The spin multiplicity is 2.

Löwdin population analysis, charges in e, atoms 1 to 2:
1. Mg 0.511
2. C -0.109

Entry 2:
# C31H55F5I2O11P

A cluster of 3 separate species, C31H55F5I2O11P in total at a distorted geometry (ωB97M-V with the def2-TZVPD basis set, the Open Molecules 2025 dataset).

Element x y z (Å)
C 1.308 -2.530 5.491
C 1.953 -3.447 4.828
C 2.752 -3.129 3.604
O 3.134 -2.034 3.451
O 3.036 -4.133 2.734
C 2.094 -4.057 1.618
C 2.796 -4.187 0.279
C 1.949 -3.706 -0.914
C 0.487 -4.196 -0.936
C -0.534 -3.258 -0.240
C -0.822 -1.939 -0.997
P -1.214 -0.411 0.088
C 0.397 -0.424 1.072
C 1.681 -0.175 0.254
C 2.157 1.285 0.348
C 3.290 1.626 -0.640
C 4.742 1.345 -0.132
C 4.850 0.636 1.219
O 6.238 0.733 1.611
C 6.566 -0.184 2.637
C -2.227 -1.369 1.480
I -2.925 0.106 2.965
C -3.446 -2.116 0.885
C -4.811 -1.430 0.979
I -3.641 -3.995 2.030
O -1.829 1.037 0.856
C -1.897 2.120 -0.027
C -1.117 1.822 -1.370
C -2.010 2.079 -2.594
F -2.863 1.094 -2.819
F -2.665 3.246 -2.434
C -1.153 2.222 -3.876
F -1.967 2.222 -4.928
F -0.458 3.325 -3.888
F -0.362 1.198 -4.028
O -0.605 0.555 -1.252
H 0.990 -2.764 6.501
H 1.014 -1.565 5.093
H 1.926 -4.466 5.204
H 1.655 -3.058 1.663
H 1.323 -4.826 1.725
H 3.150 -5.203 0.078
H 3.676 -3.534 0.330
H 1.961 -2.617 -0.998
H 2.425 -4.095 -1.822
H 0.377 -5.177 -0.448
H 0.135 -4.352 -1.963
H -1.472 -3.824 -0.190
H -0.204 -3.118 0.792
H 0.040 -1.755 -1.652
H -1.663 -2.099 -1.677
H -2.500 -0.383 -0.626
H 0.315 0.412 1.777
H 0.500 -1.312 1.700
H 1.645 -0.521 -0.779
H 2.479 -0.764 0.742
H 1.287 1.884 0.041
H 2.353 1.559 1.386
H 3.225 2.694 -0.868
H 3.132 1.043 -1.550
H 5.215 0.677 -0.860
H 5.376 2.234 -0.088
H 4.272 1.101 2.023
H 4.643 -0.432 1.098
H 5.797 -0.942 2.817
H 7.505 -0.674 2.346
H 6.783 0.334 3.582
H -1.617 -2.041 2.081
H -3.301 -2.430 -0.147
H -4.787 -0.400 0.620
H -5.280 -1.521 1.954
H -5.482 -1.969 0.291
H -1.465 3.003 0.461
H -2.962 2.311 -0.224
H -0.261 2.513 -1.453
C 7.187 2.947 -6.292
C 6.394 1.760 -5.783
O 5.502 2.133 -4.727
C 4.396 2.781 -5.107
O 4.088 3.057 -6.240
O 3.698 3.079 -4.012
C 2.525 3.861 -4.253
H 7.708 3.437 -5.469
H 7.920 2.627 -7.034
H 6.535 3.689 -6.752
H 7.073 1.022 -5.357
H 5.843 1.270 -6.587
H 1.883 3.390 -4.993
H 2.805 4.864 -4.574
H 1.983 3.931 -3.315
C -9.368 3.400 1.771
C -9.798 1.965 1.547
O -8.771 1.041 1.923
C -8.617 0.849 3.236
O -9.269 1.365 4.111
O -7.610 -0.004 3.412
C -7.261 -0.235 4.778
H -8.427 3.600 1.255
H -10.128 4.089 1.398
H -9.207 3.605 2.828
H -9.980 1.798 0.486
H -10.725 1.736 2.076
H -8.128 -0.550 5.358
H -6.821 0.664 5.208
H -6.519 -1.029 4.795

The value obtained for the energy is -3477.90285 Eh. The value obtained for the highest occupied orbital energy is -5.0 eV. The calculation puts the max |F| at 0.060 Eh/bohr. The frontier orbital gap is 7.27 eV. Its LUMO energy is 2.28 eV. The total charge is -1.

Löwdin population analysis, charges in e, atoms 1 to 2:
1. C 0.049
2. C -0.075

Entry 3:
# C31H55NO2PTi

A structure of composition C31H55NO2PTi at a distorted geometry (ωB97M-V with the def2-TZVPD basis set, the Open Molecules 2025 dataset).

Element x y z (Å)
O -0.417 -0.527 -5.349
C -0.576 0.697 -6.167
C -0.513 -0.059 -7.488
H 0.253 1.414 -6.039
H -1.538 1.192 -5.946
C -0.341 -1.298 -6.583
H 0.365 0.171 -8.093
H -1.446 -0.044 -8.053
C 1.001 -1.981 -6.739
H 1.827 -1.284 -6.561
H 1.093 -2.377 -7.757
H 1.074 -2.811 -6.028
C -1.488 -2.280 -6.708
H -2.447 -1.793 -6.503
H -1.347 -3.100 -5.992
H -1.498 -2.688 -7.726
Ti -0.482 -1.005 -0.099
C -2.666 -1.772 0.520
C -2.667 -0.347 0.636
C -2.363 0.214 -0.652
H -3.014 0.219 1.495
C -2.250 -0.879 -1.587
C -2.465 -2.087 -0.863
H -2.564 -3.066 -1.329
H -2.905 -2.474 1.323
H -2.384 1.278 -0.896
H -2.177 -0.808 -2.673
C 0.775 -2.795 0.818
C -0.174 -3.286 -0.130
C 0.220 -2.818 -1.435
H -0.956 -4.011 0.099
C 1.415 -2.061 -1.289
C 1.760 -2.039 0.093
H 2.696 -1.661 0.489
H 0.822 -3.089 1.865
H -0.220 -3.094 -2.390
H 2.040 -1.702 -2.102
O 0.337 0.553 -1.462
C 0.259 0.504 -2.928
C 0.178 1.937 -3.431
H -0.626 -0.075 -3.209
H 1.150 -0.047 -3.265
C 0.664 2.780 -2.255
H -0.855 2.136 -3.764
H 0.831 2.071 -4.298
C 0.698 1.880 -1.026
H 0.066 3.688 -2.136
H 1.699 3.077 -2.454
H -0.021 2.177 -0.255
H 1.716 1.836 -0.612
C -2.189 0.130 4.253
C -0.744 -0.399 4.244
C -0.144 -0.228 5.652
C -0.816 -1.889 3.857
P 0.253 0.500 2.949
N -0.116 -0.168 1.507
C -0.135 2.331 3.027
C -0.253 2.853 4.472
C 0.990 3.123 2.346
C -1.437 2.605 2.258
C 2.082 0.281 3.247
C 2.781 0.647 1.912
C 2.671 1.092 4.430
C 2.351 -1.193 3.559
H -2.281 1.177 4.568
H -2.739 -0.480 4.986
H -2.660 -0.010 3.272
H -0.819 -0.745 6.352
H 0.845 -0.687 5.753
H -0.103 0.828 5.956
H -1.090 -1.999 2.796
H 0.115 -2.433 4.056
H -1.612 -2.341 4.467
H 0.681 2.718 5.032
H -0.448 3.936 4.416
H -1.081 2.402 5.025
H 1.061 2.868 1.274
H 0.739 4.197 2.435
H 1.965 2.995 2.837
H -1.434 2.093 1.289
H -2.338 2.325 2.816
H -1.484 3.688 2.075
H 3.149 1.686 1.893
H 3.645 -0.033 1.789
H 2.112 0.507 1.041
H 2.200 0.832 5.391
H 3.733 0.803 4.507
H 2.640 2.180 4.298
H 1.926 -1.523 4.512
H 2.005 -1.831 2.741
H 3.440 -1.303 3.649

As for the energy above the lowest of the compared OMol25 structures with the same formula, charge and spin: 3.92 kJ/mol. The value obtained for the energy is -2610.17931 Eh. The value obtained for the highest occupied orbital energy (alpha / beta) is -4.9 / -6.1 eV. The calculation puts the max |F| at 0.118 Eh/bohr. The frontier orbital gap (alpha / beta) is 5.43 / 6.63 eV. Its LUMO energy (alpha / beta) is 0.56 / 0.56 eV. The spin multiplicity is 2.

Löwdin population analysis, charges in e, atoms 1 to 2:
1. O -0.111
2. C -0.151

Entry 4:
# C31H56N2O21

A cluster of 9 separate species, C31H56N2O21 in total at a distorted geometry (ωB97M-V with the def2-TZVPD basis set, the Open Molecules 2025 dataset).

Element x y z (Å)
C -3.171 1.506 -21.315
C -4.446 1.697 -20.451
C -4.933 3.106 -20.114
O -6.351 3.035 -20.040
C -6.773 1.962 -20.783
O -7.950 1.648 -21.048
O -5.712 1.298 -21.172
H -3.062 0.434 -21.396
H -2.248 1.753 -20.807
H -3.307 1.881 -22.290
H -4.310 1.143 -19.511
H -4.858 3.820 -20.804
H -4.426 3.549 -19.293
C -7.556 -1.751 -21.380
C -6.208 -2.465 -21.094
C -5.122 -2.331 -22.147
O -3.933 -1.998 -21.410
C -4.236 -1.689 -20.240
O -3.373 -1.395 -19.383
O -5.582 -1.828 -19.947
H -8.279 -2.383 -21.771
H -7.450 -0.906 -21.982
H -8.084 -1.393 -20.526
H -6.437 -3.514 -20.859
H -5.367 -1.509 -22.828
H -4.915 -3.329 -22.472
C -3.984 3.319 -15.839
O -2.695 3.809 -15.853
C -1.903 3.476 -16.828
O -2.340 2.561 -17.834
O -0.672 3.944 -16.902
C 0.245 3.641 -18.047
H -4.632 3.556 -16.684
H -4.578 3.678 -14.948
H -3.921 2.232 -15.626
H 0.275 4.449 -18.774
H -0.050 2.722 -18.565
H 1.305 3.650 -17.715
C 1.766 -5.922 -21.267
O 2.266 -5.490 -20.027
C 2.474 -4.212 -19.791
O 2.411 -3.250 -20.786
O 2.772 -3.902 -18.546
C 2.940 -2.552 -18.170
H 1.782 -5.125 -22.026
H 0.805 -6.229 -21.134
H 2.379 -6.721 -21.648
H 2.120 -1.955 -18.597
H 3.806 -2.129 -18.591
H 2.997 -2.293 -17.044
C -4.159 -6.549 -20.743
O -3.041 -6.309 -19.922
C -2.478 -5.203 -20.199
O -2.518 -4.496 -21.388
O -1.472 -4.857 -19.303
C -0.766 -3.613 -19.548
H -4.715 -7.368 -20.281
H -3.870 -6.766 -21.762
H -4.769 -5.701 -20.763
H -0.450 -3.613 -20.634
H 0.050 -3.510 -18.828
H -1.515 -2.765 -19.412
C 2.827 3.823 -21.149
O 3.608 4.977 -21.033
C 3.103 6.118 -20.576
O 1.859 6.088 -19.932
O 3.853 7.252 -20.753
C 3.263 8.425 -20.174
H 2.039 4.029 -21.959
H 2.423 3.488 -20.200
H 3.253 3.006 -21.551
H 4.031 9.270 -20.274
H 2.952 8.339 -19.078
H 2.276 8.648 -20.697
C 4.314 4.246 -17.627
O 3.744 3.160 -18.330
C 4.503 2.349 -19.016
O 5.865 2.478 -19.171
O 3.827 1.337 -19.556
C 4.667 0.231 -20.064
H 4.634 5.049 -18.349
H 5.154 3.851 -17.100
H 3.634 4.543 -16.836
H 4.116 -0.539 -20.648
H 5.186 -0.238 -19.289
H 5.368 0.653 -20.768
C -2.533 7.790 -21.290
C -1.503 7.098 -20.409
C -2.058 5.668 -19.874
C -1.499 4.515 -20.666
N -1.106 3.682 -21.369
H -2.583 7.163 -22.111
H -2.231 8.836 -21.517
H -3.576 7.834 -20.931
H -1.189 7.657 -19.477
H -0.509 7.046 -20.948
H -3.114 5.593 -20.049
H -1.817 5.585 -18.830
C 0.059 -0.182 -20.108
C 0.877 0.475 -21.194
C 0.804 -0.394 -22.449
C 1.542 0.102 -23.592
N 2.148 0.502 -24.518
H -0.085 0.544 -19.324
H 0.595 -1.176 -19.948
H -0.935 -0.496 -20.445
H 1.881 0.705 -20.926
H 0.342 1.394 -21.263
H -0.279 -0.424 -22.792
H 1.223 -1.364 -22.294

As for the energy above the lowest of the compared OMol25 structures with the same formula, charge and spin: 101.66 kJ/mol. The value obtained for the energy is -2904.06962 Eh. The value obtained for the highest occupied orbital energy is -10.1 eV. The calculation puts the max |F| at 0.194 Eh/bohr. The frontier orbital gap is 10.55 eV. As for the SMILES: C[C@H]1COC(=O)O1.C[C@H]1COC(=O)O1.COC(=O)OC.COC(=O)OC.COC(=O)OC.COC(=O)OC.COC(=O)OC.CCCC#N.CCCC#N. Its LUMO energy is 0.41 eV.

Löwdin population analysis, charges in e, atoms 1 to 2:
1. C -0.006
2. C -0.182